[1]
Molecular formula: C2H6S
Method: DFT, ωB97M-V/def2-TZVPD

Each atom is followed by the atoms it is bonded to, with distances in Å.
CARTESIAN COORDINATES (ANGSTROEM)
1 S 0.16633 -0.06562 -2.64582  H2 1.317, H3 1.328
2 H 1.39218 -0.53954 -2.73714  S1 1.317
3 H -0.33291 -1.07118 -3.35451  S1 1.328
4 C 0.36081 0.61915 1.60505  C5 1.331, H6 1.096, H7 1.084
5 C -0.73456 -0.10123 1.37725  C4 1.331, H8 1.099, H9 1.093
6 H 0.31490 1.42529 2.34640  C4 1.096
7 H 1.22094 0.58094 0.94651  C4 1.084
8 H -1.75071 0.13709 1.72104  C5 1.099
9 H -0.63698 -0.98491 0.74121  C5 1.093

Computed properties:
SMILES: C=C.S
Kohn-Sham gap: 10.61 eV
HOMO energy: -9.71 eV
M: 62.14 g mol⁻¹
LUMO energy: 0.90 eV

Mulliken population analysis, charges in e, atoms 1 to 5:
1. S -0.298
2. H 0.144
3. H 0.144
4. C -0.423
5. C -0.423


[2]
Molecular formula: C14H12FN3O3
Method: DFT, ωB97M-V/def2-TZVPD

Each atom is followed by the atoms it is bonded to, with distances in Å.
CARTESIAN COORDINATES (ANGSTROEM)
1 C -0.01405 -0.67565 2.85715  C2 1.493, H31 1.086, H32 1.089, H33 1.089
2 C 1.06135 -0.29268 1.89564  C1 1.493, C3 1.386, C7 1.404
3 C 2.38421 -0.27916 2.30739  C2 1.386, C4 1.389, H30 1.080
4 C 3.41057 0.00678 1.41678  C3 1.389, C5 1.391, N27 1.435
5 C 3.14005 0.27133 0.07857  C4 1.391, C6 1.376, H26 1.078
6 C 1.82951 0.27202 -0.34089  C5 1.376, C7 1.397, H25 1.080
7 C 0.78811 0.01964 0.55481  C2 1.404, C6 1.397, N8 1.402
8 N -0.51863 0.02200 0.04648  C7 1.402, C9 1.372, H24 1.008
9 C -1.54662 0.77299 0.55836  N8 1.372, O10 1.209, N11 1.383
10 O -1.48355 1.42766 1.57272  C9 1.209
11 N -2.74167 0.71178 -0.13422  C9 1.383, C12 1.397, H23 1.012
12 C -3.14168 0.04635 -1.29562  N11 1.397, C13 1.397, C17 1.395
13 C -4.36885 -0.62036 -1.30020  C12 1.397, C14 1.381, H22 1.080
14 C -4.83968 -1.25668 -2.43170  C13 1.381, C15 1.385, H21 1.079
15 C -4.09886 -1.24387 -3.60212  C14 1.385, C16 1.383, H20 1.078
16 C -2.89091 -0.57196 -3.63516  C15 1.383, C17 1.381, H19 1.078
17 C -2.43708 0.06959 -2.49947  C12 1.395, C16 1.381, F18 1.359
18 F -1.26425 0.75112 -2.58683  C17 1.359
19 H -2.29796 -0.51715 -4.53432  C16 1.078
20 H -4.46198 -1.74168 -4.48666  C15 1.078
21 H -5.79017 -1.76586 -2.39888  C14 1.079
22 H -4.95120 -0.63020 -0.39094  C13 1.080
23 H -3.50023 1.09565 0.41474  N11 1.012
24 H -0.56732 -0.20927 -0.93333  N8 1.008
25 H 1.59302 0.48551 -1.37306  C6 1.080
26 H 3.95254 0.47758 -0.60001  C5 1.078
27 N 4.76951 0.00383 1.87840  C4 1.435, O28 1.214, O29 1.215
28 O 4.96931 -0.22232 3.05450  N27 1.214
29 O 5.64333 0.22436 1.06420  N27 1.215
30 H 2.63791 -0.50850 3.33159  C3 1.080
31 H 0.41366 -1.13702 3.74257  C1 1.086
32 H -0.71146 -1.36958 2.38997  C1 1.089
33 H -0.57929 0.20705 3.15403  C1 1.089

Computed properties:
SMILES: Cc1cc([N+](=O)[O-])ccc1NC(=O)Nc1ccccc1F
Kohn-Sham gap: 8.88 eV
HOMO energy: -9.19 eV
M: 289.27 g mol⁻¹
LUMO energy: -0.32 eV

Mulliken population analysis, charges in e, atoms 1 to 5:
1. C -1.630
2. C 1.002
3. C -0.527
4. C -0.273
5. C -0.653


[3]
Molecular formula: C58H79F7N4O4
Method: DFT, ωB97M-V/def2-TZVPD

Each atom is followed by the atoms it is bonded to, with distances in Å.
CARTESIAN COORDINATES (ANGSTROEM)
1 F -3.54933 6.16099 2.09946  C2 1.356
2 C -2.71796 6.39369 1.05376  F1 1.356, C3 1.363, C7 1.427
3 C -1.66336 5.55799 0.83782  C2 1.363, C4 1.366, H8 1.136
4 C -0.94963 5.66429 -0.32229  C3 1.366, C5 1.383, H9 1.122
5 C -1.27165 6.62462 -1.26458  C4 1.383, C6 1.397, H10 1.112
6 C -2.38663 7.44677 -1.08628  C5 1.397, C7 1.385, H11 1.120
7 C -3.09482 7.38887 0.10225  C2 1.427, C6 1.385, H12 1.077
8 H -1.46317 4.77249 1.63341  C3 1.136
9 H 0.00057 5.08067 -0.44989  C4 1.122
10 H -0.79707 6.56368 -2.26839  C5 1.112
11 H -2.86804 8.15646 -1.80727  C6 1.120
12 H -3.90992 8.05090 0.33931  C7 1.077
13 F -1.10579 6.75289 3.92788  C14 1.354
14 C -1.36971 5.48578 4.32469  F13 1.354, C15 1.373, C19 1.402
15 C -0.44424 4.47379 4.24918  C14 1.373, C16 1.380, H20 1.105
16 C -0.86549 3.22613 4.66259  C15 1.380, C17 1.372, H21 1.137
17 C -2.10343 3.00076 5.20832  C16 1.372, C18 1.365, H22 1.082
18 C -3.01071 4.01389 5.32778  C17 1.365, C19 1.397, H23 1.106
19 C -2.65563 5.27456 4.84216  C14 1.402, C18 1.397, H24 1.095
20 H 0.60869 4.63187 3.95362  C15 1.105
21 H -0.16371 2.33799 4.55933  C16 1.137
22 H -2.34913 2.05777 5.67747  C17 1.082
23 H -4.00012 3.97026 5.81945  C18 1.106
24 H -3.25544 6.16397 5.06121  C19 1.095
25 F -0.91054 -5.09240 -6.68601  C26 1.395
26 C -1.07939 -5.24441 -5.30969  F25 1.395, C27 1.399, C31 1.389
27 C -1.85792 -4.27512 -4.66791  C26 1.399, C28 1.411, H32 1.079
28 C -2.02257 -4.46773 -3.27971  C27 1.411, C29 1.374, H33 1.151
29 C -1.33837 -5.44336 -2.59534  C28 1.374, C30 1.418, H34 1.067
30 C -0.43997 -6.32298 -3.25124  C29 1.418, C31 1.397, H35 1.086
31 C -0.36757 -6.23433 -4.64335  C26 1.389, C30 1.397, H36 1.115
32 H -2.42668 -3.55812 -5.23964  C27 1.079
33 H -2.66803 -3.70196 -2.71313  C28 1.151
34 H -1.52330 -5.48148 -1.54532  C29 1.067
35 H 0.18576 -7.03297 -2.71805  C30 1.086
36 H 0.29927 -6.98990 -5.11987  C31 1.115
37 F 3.05028 1.59073 6.56357  C38 1.369
38 C 2.15999 0.86909 5.81553  F37 1.369, C39 1.370, C43 1.394
39 C 0.95253 0.60318 6.40553  C38 1.370, C40 1.375, H44 1.075
40 C 0.07395 -0.14185 5.65437  C39 1.375, C41 1.376, H45 1.089
41 C 0.33002 -0.57594 4.37435  C40 1.376, C42 1.419, H46 1.067
42 C 1.58333 -0.20501 3.82150  C41 1.419, C43 1.344, H47 1.101
43 C 2.48555 0.51839 4.50613  C38 1.394, C42 1.344, H48 1.051
44 H 0.62881 0.73470 7.42178  C39 1.075
45 H -0.88383 -0.32260 6.14022  C40 1.089
46 H -0.40665 -1.14524 3.85290  C41 1.067
47 H 1.85072 -0.44001 2.77958  C42 1.101
48 H 3.46754 0.71783 4.19054  C43 1.051
49 F -5.80891 -0.07004 2.63105  C50 1.335
50 C -5.21752 0.77415 1.78252  F49 1.335, C51 1.386, C55 1.392
51 C -4.50149 1.80467 2.37001  C50 1.386, C52 1.431, H56 1.055
52 C -4.01266 2.85973 1.53610  C51 1.431, C53 1.384, H57 1.112
53 C -4.19832 2.80852 0.16552  C52 1.384, C54 1.444, H58 1.098
54 C -4.89948 1.69708 -0.43361  C53 1.444, C55 1.418, H59 1.109
55 C -5.41460 0.67780 0.40746  C50 1.392, C54 1.418, H60 1.096
56 H -4.51262 1.84318 3.42453  C51 1.055
57 H -3.50185 3.71005 2.03936  C52 1.112
58 H -3.82795 3.60037 -0.49934  C53 1.098
59 H -5.02967 1.67232 -1.53471  C54 1.109
60 H -6.11572 -0.13371 0.17906  C55 1.096
61 F 2.04307 3.16418 1.51628  C62 1.331
62 C 3.09203 3.98314 1.49284  F61 1.331, C63 1.406, C67 1.392
63 C 3.64006 4.27857 0.23220  C62 1.406, C64 1.404, H68 1.088
64 C 4.66906 5.23345 0.19288  C63 1.404, C65 1.407, H69 1.138
65 C 5.27006 5.68689 1.38130  C64 1.407, C66 1.402, H70 1.036
66 C 4.78295 5.24247 2.61893  C65 1.402, C67 1.404, H71 1.159
67 C 3.60135 4.48665 2.68663  C62 1.392, C66 1.404, H72 1.118
68 H 3.20774 3.81348 -0.65089  C63 1.088
69 H 4.87368 5.64336 -0.84837  C64 1.138
70 H 6.09782 6.29769 1.26269  C65 1.036
71 H 5.19838 5.78178 3.55634  C66 1.159
72 H 3.07463 4.13193 3.60625  C67 1.118
73 F -3.10162 -0.10630 -4.77523  C74 1.357
74 C -3.21338 1.19573 -4.41141  F73 1.357, C75 1.411, C79 1.408
75 C -4.27934 2.00129 -4.86370  C74 1.411, C76 1.375, H80 1.062
76 C -4.28588 3.33191 -4.51645  C75 1.375, C77 1.403, H81 1.097
77 C -3.24461 3.92391 -3.78580  C76 1.403, C78 1.369, H82 1.092
78 C -2.26023 3.10289 -3.30630  C77 1.369, C79 1.395, H83 1.064
79 C -2.25375 1.72536 -3.52701  C74 1.408, C78 1.395, H84 1.059
80 H -4.98760 1.62079 -5.55810  C75 1.062
81 H -5.08152 4.03011 -4.80503  C76 1.097
82 H -3.25137 4.98447 -3.52391  C77 1.092
83 H -1.44901 3.43502 -2.70341  C78 1.064
84 H -1.56775 1.09392 -3.02507  C79 1.059
85 C 6.03665 -2.71821 0.01278  C86 1.538, H91 1.110, H92 1.092, H93 1.075
86 C 4.54231 -3.01543 0.22106  C85 1.538, C87 1.573, N90 1.469, H94 1.096
87 C 3.67713 -1.94779 -0.54384  C86 1.573, O88 1.395, H95 1.098, H96 1.084
88 O 3.90219 -0.70551 0.04880  C87 1.395, C89 1.456
89 C 3.20576 0.39690 -0.59991  O88 1.456, H97 1.105, H98 1.112, H99 1.077
90 N 4.05006 -4.33319 -0.20131  C86 1.469, H100 1.030, H101 0.976
91 H 6.36686 -2.62334 -1.04226  C85 1.110
92 H 6.63801 -3.44193 0.56782  C85 1.092
93 H 6.14488 -1.82169 0.59612  C85 1.075
94 H 4.32272 -2.83660 1.27976  C86 1.096
95 H 2.60830 -2.19731 -0.51156  C87 1.098
96 H 3.96498 -1.91912 -1.58831  C87 1.084
97 H 2.19354 0.44688 -0.16028  C89 1.105
98 H 2.99291 0.21772 -1.67675  C89 1.112
99 H 3.73621 1.32904 -0.49646  C89 1.077
100 H 4.73018 -5.05889 0.06703  N90 1.030
101 H 3.81669 -4.41236 -1.14600  N90 0.976
102 C 2.96983 -4.51849 -4.96496  C103 1.563, H108 1.100, H109 1.069, H110 1.087
103 C 3.48798 -3.04417 -4.97267  C102 1.563, C104 1.531, N107 1.444, H111 1.068
104 C 2.29999 -2.22662 -4.45892  C103 1.531, O105 1.448, H112 1.096, H113 1.123
105 O 1.30193 -2.13327 -5.50437  C104 1.448, C106 1.423
106 C 0.30492 -1.13323 -5.32847  O105 1.423, H114 1.074, H115 1.101, H116 1.119
107 N 4.61035 -2.82447 -4.09092  C103 1.444, H117 0.979, H118 1.020
108 H 2.92152 -4.74770 -3.89054  C102 1.100
109 H 3.73433 -5.13538 -5.38700  C102 1.069
110 H 1.99599 -4.57823 -5.44351  C102 1.087
111 H 3.77089 -2.68681 -5.93837  C103 1.068
112 H 2.55947 -1.22530 -4.09763  C104 1.096
113 H 1.78125 -2.68945 -3.57739  C104 1.123
114 H -0.34852 -1.11573 -6.18076  C106 1.074
115 H 0.73982 -0.13928 -5.13896  C106 1.101
116 H -0.37983 -1.40240 -4.48548  C106 1.119
117 H 5.42664 -3.33087 -4.28059  N107 0.979
118 H 4.32793 -3.17929 -3.17712  N107 1.020
119 C 0.63504 -4.16706 3.33782  C120 1.525, H125 1.089, H126 1.101, H127 1.108
120 C 0.71972 -5.43351 2.49320  C119 1.525, C121 1.518, N124 1.476, H128 1.085
121 C 0.08929 -5.27200 1.12134  C120 1.518, O122 1.406, H129 1.107, H130 1.078
122 O -1.27444 -4.92860 1.11480  C121 1.406, C123 1.417
123 C -2.25601 -5.94775 1.18536  O122 1.417, H131 1.077, H132 1.104, H133 1.106
124 N 2.11012 -5.89948 2.32565  C120 1.476, H134 1.029, H135 0.989
125 H -0.37107 -3.75176 3.36717  C119 1.089
126 H 1.29096 -3.38756 2.91924  C119 1.101
127 H 0.93312 -4.30918 4.39514  C119 1.108
128 H 0.17177 -6.18913 3.04571  C120 1.085
129 H 0.14079 -6.22814 0.56496  C121 1.107
130 H 0.56444 -4.55107 0.47604  C121 1.078
131 H -3.14223 -5.38229 1.42129  C123 1.077
132 H -2.08076 -6.73502 1.93995  C123 1.104
133 H -2.42987 -6.36490 0.17548  C123 1.106
134 H 2.15955 -6.91045 2.13841  N124 1.029
135 H 2.61046 -5.43605 1.60971  N124 0.989
136 C -1.63711 -1.75345 -0.95727  C137 1.589, H142 1.055, H143 1.099, H144 1.076
137 C -1.26382 -1.31575 0.52424  C136 1.589, C138 1.518, N141 1.502, H145 1.094
138 C -1.25895 0.19436 0.67749  C137 1.518, O139 1.401, H146 1.105, H147 1.117
139 O -0.45387 0.70074 -0.35073  C138 1.401, C140 1.381
140 C -0.60814 2.06429 -0.50922  O139 1.381, H148 1.072, H149 1.063, H150 1.091
141 N -2.22389 -1.80313 1.57099  C137 1.502, H151 1.004, H152 0.999
142 H -1.79110 -2.78266 -0.78280  C136 1.055
143 H -0.97836 -1.54149 -1.81061  C136 1.099
144 H -2.64979 -1.44170 -1.14219  C136 1.076
145 H -0.33673 -1.83429 0.78738  C137 1.094
146 H -0.86934 0.48270 1.67013  C138 1.105
147 H -2.26852 0.66892 0.61432  C138 1.117
148 H -0.09807 2.40494 -1.38863  C140 1.072
149 H -0.16568 2.53904 0.33238  C140 1.063
150 H -1.66809 2.31843 -0.47303  C140 1.091
151 H -3.13609 -1.39589 1.46952  N141 1.004
152 H -2.18838 -2.79602 1.67633  N141 0.999

Computed properties:
SMILES: COC[C@H](C)N.COC[C@H](C)N.COC[C@H](C)N.COC[C@H](C)N.Fc1ccccc1.Fc1ccccc1.Fc1ccccc1.Fc1ccccc1.Fc1ccccc1.Fc1ccccc1.Fc1ccccc1
Kohn-Sham gap: 9.53 eV
HOMO energy: -8.96 eV
M: 1029.28 g mol⁻¹
LUMO energy: 0.56 eV

Mulliken population analysis, charges in e, atoms 1 to 5:
1. F -0.287
2. C 0.296
3. C 0.366
4. C -0.170
5. C -0.561